# 1
This record from the Open Molecules 2025 dataset describes a structure of composition C38H51Br3F40O13P2. The level of theory is ωB97M-V with the def2-TZVPD basis set.

For the HOMO-LUMO gap, the calculation gives 9.828 eV. The value obtained for the HOMO energy is -10.5 eV.

The geometry in ORCA input format:
```
! RIJCOSX wB97M-V def2-TZVPD def2/J DEFGRID3
* xyz 0 1
C -1.1338 6.1679 2.5312
C -1.2675 5.3780 1.2692
O -1.8261 6.1773 0.1835
P -2.9806 5.6314 -0.7783
O -2.8113 4.2362 -1.3285
O -3.0595 6.7903 -1.9677
C -3.7179 6.5576 -3.1711
C -4.7632 7.5938 -3.3350
O -4.2812 5.9292 0.1527
C -5.3883 5.0500 -0.0220
C -6.6761 5.6067 0.7155
H -2.0877 6.3658 3.0199
H -0.5703 5.5681 3.2459
H -0.4275 6.9953 2.4621
H -0.2899 5.0637 0.9037
H -1.8907 4.5012 1.4453
H -2.9345 6.6431 -3.9241
H -4.0543 5.5232 -3.2420
H -5.2502 7.5824 -4.3101
H -5.5801 7.5122 -2.6179
H -4.3934 8.6082 -3.1860
H -5.6371 4.9354 -1.0770
H -5.0444 4.0314 0.1576
H -6.5339 5.5720 1.7956
H -6.8758 6.6399 0.4311
H -7.5815 5.0788 0.4159
C 4.1109 -0.3762 -8.2021
C 4.8781 0.3886 -9.2798
O 4.3024 1.6740 -9.3851
P 3.1631 1.9660 -10.5516
O 3.0351 1.0449 -11.7250
O 1.8062 2.2801 -9.6765
C 1.8027 3.1870 -8.6162
C 1.4270 2.2760 -7.4478
O 3.5373 3.4536 -11.0119
C 3.3218 3.8395 -12.4160
C 1.7760 3.8790 -12.6743
H 4.2318 0.0200 -7.1939
H 3.0465 -0.4315 -8.4302
H 4.4545 -1.4104 -8.2265
H 5.9115 0.6315 -9.0328
H 4.8428 -0.2451 -10.1661
H 2.7460 3.6644 -8.3507
H 1.0166 3.9369 -8.7049
H 2.2385 1.7677 -6.9268
H 0.8817 2.7887 -6.6555
H 0.7599 1.4763 -7.7696
H 3.7709 4.8141 -12.6074
H 3.8489 3.1322 -13.0563
H 1.3723 4.6486 -12.0163
H 1.4842 4.0662 -13.7076
H 1.3330 2.9240 -12.3919
C -0.0432 1.0725 10.8252
C -0.0908 0.0618 12.0229
C -1.2440 0.4666 12.9928
F -1.2984 -0.2548 14.1366
F -1.1638 1.7447 13.2097
F -0.2755 -1.1265 11.5337
F 1.0670 0.1176 12.6667
O -1.3848 1.3511 10.2737
C -1.3705 1.9179 8.9286
C -2.8642 2.2863 8.6040
F -3.3508 3.0655 9.5730
F -3.1457 2.8461 7.4467
F -0.5417 2.9989 9.0165
F -0.9299 0.9913 8.1067
H 0.6257 0.7449 10.0293
H 0.4155 2.0056 11.1524
H -2.2186 0.2685 12.5466
H -3.4457 1.3647 8.6256
C -2.4644 -5.7892 7.2476
C -2.4502 -4.9495 5.9374
C -3.5163 -5.3711 4.9188
F -4.6552 -5.8422 5.4941
F -3.8340 -4.3714 4.0961
F -2.6870 -3.6890 6.1967
F -1.2214 -4.9614 5.3722
O -2.4422 -7.1602 6.7876
C -2.4491 -8.1771 7.7496
C -2.1916 -9.5427 7.0788
F -2.3873 -10.6308 7.8372
F -2.8312 -9.6121 5.9027
F -1.5676 -7.8665 8.6820
F -3.6811 -8.2864 8.2296
H -3.4277 -5.7664 7.7572
H -1.6594 -5.4831 7.9157
H -3.1391 -6.1666 4.2761
H -1.1717 -9.6023 6.6990
C 4.1119 -6.0533 -2.3433
C 5.0564 -5.5580 -1.2053
C 5.9318 -6.6788 -0.6945
F 6.6581 -6.3379 0.3652
F 5.3453 -7.8639 -0.4210
F 5.8752 -4.5630 -1.5758
F 4.2418 -5.1290 -0.2643
O 4.7848 -6.5548 -3.5313
C 3.8988 -6.9180 -4.5617
C 4.7662 -7.6549 -5.7102
F 4.0199 -8.0145 -6.7993
F 5.8679 -7.0328 -6.1348
F 2.9518 -7.7601 -4.0803
F 3.2542 -5.8451 -5.0913
H 3.5631 -5.1866 -2.7118
H 3.3687 -6.7105 -1.8918
H 6.6832 -6.9776 -1.4253
H 5.0477 -8.6084 -5.2634
C 6.2072 3.0426 5.0081
C 5.5707 1.7235 5.4210
C 5.7784 0.5260 4.4044
F 7.0612 0.2775 4.2209
F 5.1241 -0.5769 4.8127
F 5.9786 1.3557 6.6367
F 4.2851 1.9570 5.5364
O 5.7677 3.5358 3.7171
C 6.4964 4.6840 3.2142
C 5.7541 5.2358 1.9507
F 6.4993 6.2297 1.4777
F 5.6358 4.3226 0.9832
F 6.4242 5.6445 4.1807
F 7.7770 4.2596 3.1048
H 7.2856 2.8846 4.9924
H 6.0120 3.8232 5.7434
H 5.3618 0.7553 3.4236
H 4.7335 5.5417 2.1812
C -5.8870 -1.6464 -3.1010
C -6.8887 -2.3933 -2.1414
C -7.6460 -1.3407 -1.2660
F -6.8668 -0.7386 -0.4353
F -8.4760 -0.4415 -1.8803
F -7.8052 -3.0163 -2.8736
F -6.3096 -3.3059 -1.4148
O -5.0690 -2.6369 -3.7377
C -4.6145 -2.4423 -5.0493
C -3.8236 -3.6600 -5.5096
F -4.2323 -4.8570 -5.0186
F -3.5071 -3.7519 -6.7882
F -5.7130 -2.3533 -5.7508
F -3.9575 -1.3396 -5.0496
H -5.2320 -0.9946 -2.5229
H -6.5205 -1.0995 -3.7994
H -8.3557 -1.8584 -0.6208
H -2.8285 -3.5187 -5.0878
C 0.2266 -0.7502 0.1734
Br 1.7373 -0.4273 -1.0863
Br 0.6725 -0.3883 2.0941
Br -0.5146 -2.5550 -0.1591
H -0.5749 -0.0492 -0.0597
*
```


# 2
This record from the Open Molecules 2025 dataset describes a structure of composition C38H51ClOP4SeSn. The level of theory is ωB97M-V with the def2-TZVPD basis set.

The value obtained for the energy above the lowest of the compared OMol25 structures with the same formula, charge and spin is 772.0 kJ/mol. For the HOMO-LUMO gap (spin up / spin down), the calculation gives 3.851 / 3.853 eV. The value obtained for the HOMO energy (spin up / spin down) is -11.4 / -11.4 eV.

The geometry in ORCA input format:
```
! RIJCOSX wB97M-V def2-TZVPD def2/J DEFGRID3
* xyz 2 1
P -1.1586 5.6732 -2.5869
C -1.8438 5.7972 -0.9432
C -1.3323 7.0840 -0.6200
H -0.4084 7.4002 -1.1151
C -2.0817 7.9564 0.1493
H -1.7277 8.9760 0.2606
C -3.2583 7.4920 0.7457
H -3.8352 8.1928 1.3459
C -3.6799 6.1681 0.5755
H -4.5891 5.8504 1.0894
C -2.9751 5.2820 -0.2604
H -3.2866 4.2339 -0.3673
C 0.5914 5.2230 -2.4709
C 1.4788 5.2158 -1.3630
H 1.1224 5.0165 -0.3444
C 2.8443 5.4646 -1.5841
H 3.5498 5.5285 -0.7504
C 3.3317 5.6938 -2.8759
H 4.3745 5.9723 -3.0466
C 2.4758 5.5774 -3.9732
H 2.8168 5.7671 -4.9879
C 1.1446 5.2394 -3.7728
H 0.4588 5.1331 -4.6166
C -2.0935 4.4540 -3.5850
C -2.7711 5.5130 -4.2229
H -2.6234 6.5229 -3.7822
C -3.5170 5.3179 -5.3690
H -3.9755 6.1843 -5.8275
C -3.6473 4.0117 -5.8565
H -4.2483 3.8704 -6.7528
C -3.0272 2.9363 -5.2159
H -3.1729 1.9351 -5.6297
C -2.2210 3.1294 -4.0678
H -1.7769 2.2625 -3.5621
Sn -0.0819 -0.4820 0.4127
C 1.5452 -0.5173 -1.3143
C 1.9401 0.4361 -2.1893
H 2.0776 -1.4817 -1.3322
C 1.2410 1.7742 -2.4294
O 0.6605 1.7730 -3.7534
H 0.1701 2.5985 -3.9343
C 0.1449 1.9135 -1.5043
H 1.9554 2.5979 -2.2634
C -0.3218 1.2055 -0.5039
Cl -1.9090 0.3613 1.9821
P -1.8709 -1.4165 -1.3248
P 1.5586 1.0994 1.8755
C -3.0077 -2.2731 -0.2139
H -3.4896 -1.5308 0.4389
H -2.4694 -2.9892 0.4238
H -3.7352 -2.7854 -0.8586
C -2.8491 -0.3860 -2.4444
H -2.2743 -0.1447 -3.3526
H -3.1296 0.5538 -1.9446
H -3.7546 -0.9569 -2.7070
C -1.0062 -2.6431 -2.3302
H -0.3747 -3.2785 -1.6933
H -0.3693 -2.1352 -3.0710
H -1.7788 -3.2435 -2.8311
C 1.4425 0.2886 3.4808
H 1.7422 -0.7662 3.3924
H 0.4060 0.3450 3.8404
H 2.1202 0.8418 4.1438
C 3.2843 1.0041 1.3445
H 3.4317 1.6029 0.4330
H 3.5595 -0.0380 1.1316
H 3.8988 1.3999 2.1654
C 1.2051 2.8514 2.1456
H 0.1175 3.0105 2.1739
H 1.6422 3.4613 1.3406
H 1.6565 3.1174 3.1138
P 3.3025 0.1889 -3.4032
C 4.3843 -1.1913 -2.9290
C 4.3303 1.6876 -3.4980
H 3.8049 -2.1215 -2.8455
H 4.8539 -0.9937 -1.9547
H 5.2004 -1.3796 -3.6476
H 3.7172 2.5229 -3.8615
H 5.1996 1.5727 -4.1685
H 4.6905 1.9222 -2.4866
C 2.6894 -0.1474 -5.0836
H 2.0349 -1.0289 -5.0506
H 3.4913 -0.3290 -5.8201
H 2.0942 0.7205 -5.3939
H -1.2350 1.8122 -0.2292
Se 0.9396 -2.6719 1.3406
C -0.6373 -3.2327 2.2967
C -0.9859 -4.5737 2.0403
C -1.9240 -5.2267 2.8372
C -2.5435 -4.5345 3.8948
C -2.2235 -3.1914 4.1452
C -1.2893 -2.5382 3.3351
H -0.4607 -5.0962 1.2384
H -2.1711 -6.2729 2.6343
H -3.2732 -5.0512 4.5217
H -2.7058 -2.6525 4.9724
H -1.0661 -1.4831 3.4977
*
```


# 3
This record from the Open Molecules 2025 dataset describes a structure of composition C38H52CoN3OP2. The level of theory is ωB97M-V with the def2-TZVPD basis set.

The value obtained for the energy above the lowest of the compared OMol25 structures with the same formula, charge and spin is 0.0 kJ/mol. For the HOMO-LUMO gap (spin up / spin down), the calculation gives 6.716 / 7.342 eV. The value obtained for the HOMO energy (spin up / spin down) is -9.2 / -10.7 eV.

The geometry in ORCA input format:
```
! RIJCOSX wB97M-V def2-TZVPD def2/J DEFGRID3
* xyz 1 4
C -2.1209 2.3057 0.6831
C -3.0392 0.2330 0.1297
C -3.3907 2.8276 0.9617
C -4.3373 0.6966 0.3426
C -4.5069 2.0218 0.7608
H -3.4636 3.8674 1.2692
H -5.1740 0.0218 0.1636
H -5.5141 2.4137 0.9003
N -1.9854 1.0136 0.3900
P 0.4007 2.2716 -0.4633
P -1.2993 -1.9656 0.4416
C -0.8532 3.1315 0.6135
H -1.0877 4.1446 0.2644
H -0.4285 3.2530 1.6223
C -2.7011 -1.0989 -0.4976
H -3.5869 -1.7431 -0.5540
C -1.0393 -3.5880 -0.5450
C -2.0018 -2.4182 2.1293
C -0.0483 2.9417 -2.2092
C 2.0390 3.0325 0.1585
C 0.1998 -3.3822 -1.4335
H 1.0676 -3.0641 -0.8418
H 0.4394 -4.3404 -1.9192
H 0.0260 -2.6297 -2.2119
C -0.7389 -4.7825 0.3707
H 0.1273 -4.6004 1.0156
H -1.5975 -5.0802 0.9804
H -0.4935 -5.6399 -0.2734
C -2.2425 -3.9478 -1.4377
H -2.0160 -4.9093 -1.9246
H -3.1759 -4.0817 -0.8780
H -2.4099 -3.2104 -2.2322
C -0.8001 -2.9851 2.9229
H 0.1571 -2.5628 2.5817
H -0.9055 -2.7057 3.9800
H -0.7434 -4.0768 2.8711
C -2.5314 -1.1876 2.8860
H -1.7558 -0.4305 3.0410
H -3.3947 -0.7369 2.3823
H -2.8610 -1.5374 3.8784
C -3.1668 -3.4185 1.9651
H -3.4417 -3.6275 0.9234
H -2.9446 -4.3699 2.4662
H -4.0710 -3.0130 2.4426
C 3.1971 2.5935 -0.7506
H 4.1427 2.8114 -0.2305
H 3.1747 1.5163 -0.9540
H 3.2202 3.1435 -1.6993
C 2.3169 2.4999 1.5725
H 1.5099 2.7370 2.2764
H 2.5015 1.4188 1.5695
H 3.2305 2.9914 1.9399
C 1.9599 4.5667 0.2275
H 2.7132 4.9105 0.9516
H 2.2006 5.0439 -0.7297
H 0.9860 4.9298 0.5828
C -1.4428 2.4578 -2.6522
H -1.8289 3.1306 -3.4318
H -1.3743 1.4524 -3.0888
H -2.1658 2.4280 -1.8272
C 0.9742 2.3761 -3.2028
H 1.0010 1.2776 -3.1426
H 0.6698 2.6531 -4.2224
H 1.9855 2.7612 -3.0455
C -0.0684 4.4751 -2.2249
H -0.7503 4.8884 -1.4724
H 0.9221 4.9160 -2.0894
H -0.4370 4.8062 -3.2062
Co 0.0768 0.0274 -0.2631
C 0.2894 0.0128 1.4682
O 0.6274 -0.0014 2.5914
N -0.8044 -0.4396 -1.8982
C -2.0313 -0.7917 -1.8905
C -2.8835 -0.8916 -3.1256
C -2.2116 -1.0180 -4.3483
C -4.2871 -0.8949 -3.0929
C -2.9300 -1.2453 -5.5257
H -1.1176 -0.9670 -4.3367
C -5.0038 -1.0898 -4.2757
H -4.7997 -0.7523 -2.1400
C -4.3315 -1.2849 -5.4885
H -2.3850 -1.4017 -6.4604
H -6.0945 -1.1028 -4.2416
H -4.8939 -1.4761 -6.4067
N 1.9219 -0.5530 -0.4241
C 2.9864 -0.8031 0.0158
C 4.2178 -1.0691 0.6439
C 5.3137 -1.5555 -0.0969
C 6.5533 -1.6976 0.5263
C 6.7031 -1.3645 1.8760
C 5.6039 -0.9366 2.6291
C 4.3558 -0.8146 2.0252
H 5.1764 -1.8073 -1.1475
H 7.4076 -2.0616 -0.0484
H 7.6794 -1.4422 2.3535
H 5.7077 -0.6896 3.6873
H 3.4781 -0.5236 2.6105
*
```


# 4
This record from the Open Molecules 2025 dataset describes a cluster of 9 separate species, C38H52N13O3S2 in total. The level of theory is ωB97M-V with the def2-TZVPD basis set.

The value obtained for the energy above the lowest of the compared OMol25 structures with the same formula, charge and spin is 0.0 kJ/mol. For the HOMO-LUMO gap, the calculation gives 6.106 eV. The value obtained for the HOMO energy is -9.6 eV.

The geometry in ORCA input format:
```
! RIJCOSX wB97M-V def2-TZVPD def2/J DEFGRID3
* xyz 1 1
N 5.7495 -1.6736 0.4292
C 5.5310 -0.9285 -0.7129
O 5.6485 -1.3944 -1.8114
C 5.1285 0.5278 -0.5602
C 3.5938 0.6332 -0.7239
N 2.9369 0.2254 0.5196
C 2.2849 -0.9187 0.8096
N 2.1434 -1.9490 -0.0288
C 1.3517 -3.1095 0.3225
S -0.3305 -2.7917 -0.2585
O -1.2262 -3.7852 0.2496
O -0.1993 -2.5853 -1.6752
N 1.7943 -0.8948 2.0589
C 2.1482 0.2890 2.5368
N 2.8259 1.0029 1.6446
S 3.4930 2.6026 1.6734
H 5.4186 -2.6275 0.3415
H 5.4069 -1.2495 1.2815
H 5.6334 1.1065 -1.3308
H 5.4074 0.9098 0.4255
H 3.2683 -0.0635 -1.4951
H 3.2989 1.6474 -0.9970
H 2.5122 -1.9255 -0.9677
H 1.3375 -3.2713 1.3995
H 1.7069 -4.0017 -0.1908
H -0.5883 -1.5727 0.2921
H 1.9181 0.6357 3.5350
H 2.8597 3.0505 2.7720
N 4.2438 1.0842 -4.6930
C 4.6393 2.3511 -4.3482
C 3.9095 3.2409 -5.0883
C 3.0336 2.4821 -5.9114
C 3.2620 1.1591 -5.6452
H 4.6197 0.2333 -4.3134
H 5.4100 2.5110 -3.6121
H 3.9937 4.3137 -5.0481
H 2.3200 2.8655 -6.6207
H 2.8140 0.2689 -6.0519
N -3.9872 -5.3902 0.3613
C -4.3514 -5.6131 -0.9357
C -5.5449 -6.2873 -0.9293
C -5.9199 -6.4710 0.4289
C -4.9348 -5.9103 1.2005
H -3.1492 -4.9136 0.6495
H -3.7323 -5.2725 -1.7484
H -6.0912 -6.6062 -1.8012
H -6.8112 -6.9514 0.7957
H -4.8318 -5.8300 2.2707
N -6.0088 -2.7979 1.7812
C -6.6559 -2.3653 2.9016
C -6.9147 -1.0267 2.7537
C -6.4073 -0.6352 1.4874
C -5.8541 -1.7512 0.9104
H -5.6903 -3.7388 1.6074
H -6.8807 -3.0425 3.7077
H -7.4180 -0.3998 3.4701
H -6.4475 0.3489 1.0497
H -5.3744 -1.8960 -0.0441
N 5.3117 5.4408 4.3122
C 5.6134 6.6135 4.9460
C 5.1022 7.6425 4.2008
C 4.4608 7.0724 3.0704
C 4.6101 5.7156 3.1666
H 5.5627 4.5249 4.6417
H 6.1621 6.6170 5.8719
H 5.1767 8.6894 4.4401
H 3.9521 7.5984 2.2802
H 4.2715 4.9241 2.5213
N 6.5068 1.9657 4.7386
C 5.5049 1.0467 4.9180
C 5.1210 1.0900 6.2317
C 5.9195 2.0754 6.8715
C 6.7658 2.5937 5.9284
H 6.9875 2.1440 3.8758
H 5.1563 0.4391 4.0987
H 4.3569 0.4826 6.6872
H 5.8822 2.3630 7.9082
H 7.5309 3.3481 6.0030
N -6.4189 -4.1615 -5.0159
C -6.0398 -4.1865 -6.3299
C -4.6743 -4.2716 -6.3717
C -4.2113 -4.3006 -5.0279
C -5.3122 -4.2331 -4.2156
H -7.3653 -4.1002 -4.6889
H -6.7701 -4.1430 -7.1193
H -4.0738 -4.3098 -7.2648
H -3.1874 -4.3645 -4.6978
H -5.4026 -4.2288 -3.1427
N -2.9280 -0.4544 0.9365
C -1.9870 0.2494 1.6235
C -1.2150 0.9293 0.7088
C -1.7177 0.6150 -0.5843
C -2.7749 -0.2457 -0.4049
H -3.6431 -1.0374 1.3525
H -1.9515 0.2214 2.6995
H -0.3939 1.5888 0.9413
H -1.3538 0.9792 -1.5310
H -3.4299 -0.7162 -1.1197
N -3.9727 2.6297 -1.9760
C -3.2894 3.7981 -1.7796
C -3.7706 4.7213 -2.6697
C -4.7876 4.0843 -3.4310
C -4.8893 2.7961 -2.9777
H -3.8209 1.7828 -1.4595
H -2.5245 3.8719 -1.0251
H -3.4343 5.7402 -2.7641
H -5.3762 4.5225 -4.2191
H -5.5325 1.9882 -3.2822
*
```